Entry 1:
Entry from the OMol25 dataset: 11 unconnected molecules or ions with the total composition C28H57N11O6 (ωB97M-V/def2-TZVPD).

The relative energy (zero: lowest compared OMol25 entry of this formula, charge and spin) is 81.5 kJ/mol. Its max |F| is 5.2 eV Å⁻¹. The HOMO energy comes out at -9.306 eV.

```
! RIJCOSX wB97M-V def2-TZVPD def2/J DEFGRID3
* xyz 0 1
C 1.70 -2.75 1.53
C 2.09 -1.37 1.60
N 2.42 -0.27 1.68
H 1.99 -3.16 0.55
H 0.62 -2.67 1.37
H 2.01 -3.29 2.37
C 0.90 3.70 -5.01
C 1.00 3.50 -3.58
N 1.12 3.32 -2.47
H -0.05 4.20 -5.32
H 0.84 2.78 -5.51
H 1.82 4.14 -5.37
C -3.74 5.03 -2.41
C -3.42 4.83 -3.85
N -3.21 4.66 -4.97
H -4.04 6.04 -2.28
H -2.90 4.73 -1.72
H -4.59 4.35 -2.21
C -0.95 -7.37 -2.02
C -1.68 -6.35 -2.76
N -2.24 -5.57 -3.38
H 0.11 -7.17 -1.98
H -1.17 -8.34 -2.48
H -1.32 -7.34 -1.01
C 3.01 -0.32 -1.56
C 4.52 -0.32 -1.42
N 5.60 -0.30 -1.12
H 2.63 -1.34 -1.48
H 2.71 0.00 -2.61
H 2.53 0.35 -0.86
C 0.65 -3.84 -2.69
O 0.92 -4.92 -2.15
N 1.30 -3.28 -3.74
C 0.82 -2.03 -4.25
C 2.61 -3.75 -4.15
H -0.31 -3.31 -2.44
H 1.10 -2.05 -5.33
H 1.30 -1.15 -3.77
H -0.25 -1.93 -4.12
H 3.35 -3.33 -3.47
H 2.51 -4.85 -4.04
H 2.81 -3.29 -5.13
C 1.76 3.53 1.98
O 0.85 3.88 2.79
N 2.78 2.77 2.24
C 3.88 2.46 1.36
C 3.07 2.59 3.67
H 1.73 3.90 1.00
H 4.53 1.67 1.75
H 4.49 3.33 1.27
H 3.41 2.21 0.41
H 3.62 3.44 4.07
H 2.17 2.60 4.26
H 3.64 1.62 3.85
C -0.90 -5.09 2.67
O -0.56 -5.73 3.62
N -0.55 -5.17 1.39
C -1.35 -4.74 0.33
C 0.49 -6.19 1.02
H -1.62 -4.22 2.63
H -2.08 -5.46 -0.06
H -0.82 -4.51 -0.54
H -1.93 -3.87 0.70
H 1.02 -6.45 1.91
H -0.02 -7.11 0.72
H 1.11 -5.85 0.26
C -3.37 4.26 2.16
O -3.44 3.63 1.15
N -2.39 5.18 2.38
C -1.30 5.37 1.37
C -2.35 5.99 3.59
H -4.06 3.98 2.98
H -0.39 5.62 1.89
H -1.50 6.13 0.64
H -0.90 4.48 0.94
H -1.32 6.17 3.81
H -2.90 6.95 3.53
H -2.75 5.50 4.46
C -0.44 -0.43 -1.39
O 0.43 -1.19 -0.99
N -0.81 0.76 -0.91
C -1.99 1.49 -1.52
C -0.18 1.42 0.21
H -1.00 -0.60 -2.33
H -1.65 2.28 -2.18
H -2.45 1.94 -0.64
H -2.68 0.83 -2.04
H -0.89 1.38 0.99
H 0.70 0.93 0.60
H 0.11 2.44 0.04
C -1.69 -1.27 2.63
O -2.56 -1.33 1.77
N -1.46 -0.20 3.44
C -0.36 -0.14 4.35
C -2.14 1.08 3.18
H -1.00 -2.08 2.94
H -0.10 -1.13 4.76
H -0.66 0.51 5.23
H 0.50 0.33 3.89
H -1.40 1.84 3.10
H -2.69 1.00 2.21
H -2.79 1.30 3.97
*
```

=====

Entry 2:
Entry from the OMol25 dataset: a molecular structure, C28H58F3NO13SV (ωB97M-V/def2-TZVPD).

Its max |F| is 3.9 eV Å⁻¹. The HOMO energy (spin up / spin down) comes out at -8.429 / -8.546 eV. The expectation value of S² is 3.76.

```
! RIJCOSX wB97M-V def2-TZVPD def2/J DEFGRID3
* xyz 0 4
V 3.71 -0.27 -1.91
N 1.57 4.06 -0.67
H 2.14 4.52 0.06
H 1.28 3.11 -0.33
H 1.94 3.95 -1.63
H 0.72 4.61 -0.76
C -0.33 -0.88 0.21
F -0.36 -2.01 -0.48
F -1.56 -0.49 0.52
F 0.35 -1.04 1.34
S 0.58 0.53 -0.77
O 1.93 -0.04 -0.92
O -0.13 0.70 -2.01
O 0.60 1.74 0.04
C 3.55 2.32 -2.32
O 4.01 1.84 -1.21
O 3.44 1.40 -3.22
O 2.89 3.39 -2.41
C -4.37 -0.21 3.65
C -3.02 -0.35 3.82
C -2.51 -0.64 5.10
C -3.38 -0.77 6.17
C -4.76 -0.56 5.99
C -5.27 -0.30 4.73
H -4.76 0.03 2.66
H -2.34 -0.35 2.98
H -1.46 -0.88 5.24
H -2.91 -0.85 7.14
H -5.38 -0.65 6.87
H -6.33 -0.10 4.69
C -3.78 -1.16 -2.13
C -4.46 -1.11 -3.34
C -5.12 -2.23 -3.80
C -5.18 -3.39 -3.04
C -4.47 -3.45 -1.83
C -3.76 -2.34 -1.39
H -3.21 -0.31 -1.77
H -4.46 -0.22 -3.96
H -5.66 -2.17 -4.73
H -5.66 -4.30 -3.37
H -4.53 -4.32 -1.20
H -3.14 -2.41 -0.50
C -3.55 2.50 -0.69
C -2.89 2.87 -2.00
O -1.53 3.27 -1.83
H -3.07 1.67 -0.16
H -4.61 2.31 -0.81
H -3.43 3.32 0.02
H -3.28 3.81 -2.41
H -3.05 2.05 -2.71
H -1.06 2.43 -1.71
C 3.95 0.43 2.37
C 5.28 1.07 2.03
O 5.10 2.32 1.40
H 4.02 -0.61 2.70
H 3.29 0.45 1.50
H 3.44 1.02 3.13
H 5.81 0.38 1.36
H 5.97 1.18 2.86
H 4.75 2.12 0.51
C 1.00 3.83 2.99
C 1.38 5.29 2.67
O 2.46 5.22 1.72
H 0.20 3.50 2.32
H 0.58 3.70 3.99
H 1.80 3.10 2.94
H 1.76 5.74 3.59
H 0.55 5.82 2.22
H 3.31 5.27 2.16
C 2.23 -2.16 4.02
C 2.92 -1.87 5.34
O 3.73 -2.95 5.74
H 1.74 -1.25 3.69
H 1.53 -2.99 4.16
H 2.93 -2.44 3.22
H 2.13 -1.55 6.04
H 3.53 -0.95 5.32
H 4.26 -2.66 6.49
C -2.03 0.41 -5.89
C -1.24 1.60 -5.36
O -0.10 1.17 -4.61
H -1.25 -0.20 -6.36
H -2.76 0.68 -6.66
H -2.46 -0.19 -5.09
H -1.86 2.08 -4.60
H -0.95 2.34 -6.10
H -0.32 0.95 -3.69
C 2.13 -1.78 -5.41
C 1.85 -1.67 -3.91
O 3.04 -1.85 -3.15
H 2.69 -0.91 -5.75
H 1.19 -1.78 -5.95
H 2.70 -2.70 -5.56
H 1.09 -2.41 -3.63
H 1.42 -0.70 -3.66
H 3.49 -2.66 -3.41
C 0.94 -4.99 0.97
C 1.83 -4.88 -0.27
O 2.66 -3.74 -0.14
H 1.65 -4.82 1.79
H 0.60 -6.00 1.21
H 0.25 -4.16 1.01
H 1.26 -4.66 -1.19
H 2.43 -5.77 -0.43
H 2.14 -3.00 0.17
*
```

=====

Entry 3:
Entry from the OMol25 dataset: a molecular structure, C28H58GeN3O3RuSSbSe4Si2 (ωB97M-V/def2-TZVPD).

The relative energy (zero: lowest compared OMol25 entry of this formula, charge and spin) is 0.0 kJ/mol. Its max |F| is 0.4 eV Å⁻¹. The HOMO energy (spin up / spin down) comes out at -1.545 / -1.531 eV. The expectation value of S² is 6.02.

```
! RIJCOSX wB97M-V def2-TZVPD def2/J DEFGRID3
* xyz -2 5
Ru 0.91 -1.84 -1.23
C -2.58 -0.73 -0.57
C -2.72 0.76 -0.82
C -4.01 1.29 -0.22
C -2.64 1.06 -2.30
O -1.58 1.37 -0.14
Si -1.18 2.90 0.16
S 0.71 2.83 1.16
O -1.12 3.92 -1.12
C -0.13 4.20 -2.13
C -0.92 4.72 -3.32
C 0.79 5.29 -1.59
C 0.65 2.95 -2.51
O -2.30 3.55 1.16
C -2.66 4.89 1.48
C -3.53 4.80 2.72
C -3.46 5.51 0.33
C -1.41 5.71 1.76
H -3.39 -1.27 -1.06
H -2.59 -0.94 0.50
H -1.65 -1.10 -1.01
H -4.86 0.73 -0.63
H -4.15 2.35 -0.44
H -4.01 1.17 0.87
H -3.44 0.54 -2.83
H -1.71 0.69 -2.73
H -2.74 2.14 -2.48
H -1.52 5.59 -3.04
H -1.59 3.95 -3.70
H -0.24 5.01 -4.13
H 0.22 6.18 -1.33
H 1.53 5.56 -2.35
H 1.32 4.93 -0.71
H -0.02 2.16 -2.86
H 1.21 2.57 -1.66
H 1.35 3.17 -3.31
H -4.43 4.21 2.51
H -3.83 5.80 3.06
H -2.98 4.31 3.53
H -4.28 4.85 0.06
H -2.83 5.65 -0.55
H -3.86 6.48 0.64
H -0.83 5.26 2.57
H -1.67 6.73 2.04
H -0.77 5.75 0.87
Se -2.40 -2.46 -4.45
Sb -0.05 -2.24 -5.08
Se 1.03 -0.62 -3.26
Se 1.28 -4.29 -4.84
Se 0.40 -0.99 -7.10
C -2.16 -5.85 -3.41
N -1.32 -5.75 -2.20
C -0.38 -6.86 -1.99
C -0.89 -4.55 -1.88
N -0.56 -3.50 -1.51
H -2.89 -6.65 -3.26
H -1.53 -6.05 -4.27
H -2.65 -4.90 -3.58
H -0.96 -7.78 -1.88
H 0.19 -6.68 -1.08
H 0.30 -6.93 -2.84
C 1.48 1.74 4.49
Ge 2.28 0.88 2.91
C 3.92 1.84 2.42
C 2.71 -0.96 3.38
C 1.01 1.05 1.41
H 2.22 1.80 5.29
H 0.64 1.14 4.84
H 1.12 2.74 4.25
H 4.69 1.70 3.19
H 3.73 2.90 2.30
H 4.31 1.45 1.48
H 3.13 -0.98 4.39
H 3.43 -1.39 2.68
H 1.81 -1.59 3.37
H 0.08 0.54 1.66
H 1.42 0.59 0.52
C 4.33 -1.45 -0.29
Si 3.41 -3.02 0.15
C 3.43 -4.17 -1.34
C 4.43 -3.86 1.51
N 1.79 -2.59 0.57
C 0.94 -3.06 1.53
C -0.32 -2.43 1.72
C -1.21 -2.84 2.69
C -0.91 -3.91 3.53
C 0.31 -4.56 3.35
C 1.21 -4.15 2.38
H 5.33 -1.69 -0.67
H 4.45 -0.79 0.58
H 3.80 -0.90 -1.07
H 4.34 -4.78 -1.36
H 3.37 -3.62 -2.29
H 2.57 -4.85 -1.33
H 5.49 -3.76 1.25
H 4.21 -4.93 1.59
H 4.28 -3.41 2.50
H -0.57 -1.59 1.08
H -2.16 -2.32 2.78
H -1.61 -4.24 4.29
H 0.56 -5.40 3.98
H 2.14 -4.69 2.27
*
```

=====

Entry 4:
Entry from the OMol25 dataset: 6 unconnected molecules or ions with the total composition C28H58O12PS6 (ωB97M-V/def2-TZVPD).

Its max |F| is 3.9 eV Å⁻¹. The HOMO energy comes out at -3.012 eV.

```
! RIJCOSX wB97M-V def2-TZVPD def2/J DEFGRID3
* xyz -1 1
C 4.67 4.68 1.90
C 5.42 3.82 1.08
C 5.16 2.37 1.15
P 3.43 1.90 0.44
O 2.80 1.43 2.02
C 3.26 0.09 2.19
C 3.15 -0.55 0.81
C 1.80 -1.09 0.31
C 0.54 -0.67 1.10
C -0.18 0.53 0.51
S -1.67 0.94 1.53
O 3.93 0.28 -0.05
H 3.79 5.17 1.48
H 4.92 4.82 2.95
H 6.19 4.23 0.41
H 5.25 2.10 2.22
H 5.92 1.79 0.61
H 2.82 3.19 0.72
H 3.86 2.53 -0.81
H 2.20 1.60 -0.27
H 2.78 -0.47 3.01
H 4.32 0.12 2.48
H 3.79 -1.45 0.93
H 1.69 -0.77 -0.74
H 1.83 -2.18 0.30
H 0.71 -0.51 2.17
H -0.17 -1.50 1.02
H -0.56 0.32 -0.49
H 0.43 1.43 0.47
H -2.06 2.08 0.93
C -3.72 -3.16 -0.59
C -3.20 -2.72 -1.96
C -1.67 -2.87 -1.94
S -1.32 -4.20 -0.78
O -0.61 -3.65 0.34
O -0.83 -5.35 -1.50
C -3.01 -4.48 -0.28
H -4.81 -3.29 -0.59
H -3.47 -2.42 0.17
H -3.63 -3.35 -2.74
H -3.49 -1.69 -2.18
H -1.28 -3.14 -2.91
H -1.18 -1.97 -1.57
H -3.05 -4.76 0.77
H -3.41 -5.29 -0.90
C 7.33 -4.50 -1.41
C 5.83 -4.80 -1.37
C 5.47 -5.16 0.08
S 6.65 -4.30 1.12
O 7.47 -5.27 1.79
O 5.97 -3.25 1.83
C 7.60 -3.58 -0.22
H 7.62 -4.03 -2.35
H 7.90 -5.42 -1.30
H 5.27 -3.91 -1.68
H 5.56 -5.61 -2.05
H 4.46 -4.84 0.34
H 5.58 -6.23 0.26
H 8.64 -3.53 0.06
H 7.20 -2.58 -0.40
C -5.20 3.56 -2.94
C -5.62 3.34 -1.48
C -5.62 1.83 -1.22
S -4.40 1.13 -2.34
O -5.08 0.28 -3.29
O -3.27 0.67 -1.59
C -3.98 2.67 -3.16
H -4.98 4.60 -3.14
H -6.01 3.25 -3.60
H -4.90 3.83 -0.82
H -6.60 3.77 -1.27
H -5.33 1.59 -0.20
H -6.58 1.38 -1.45
H -3.77 2.48 -4.20
H -3.10 3.08 -2.66
C 4.20 8.78 2.70
C 4.38 10.00 1.78
C 3.54 9.76 0.53
S 2.18 8.70 1.03
O 2.31 7.43 0.37
O 0.94 9.45 1.00
C 2.70 8.51 2.73
H 4.59 8.97 3.70
H 4.73 7.92 2.28
H 4.03 10.90 2.30
H 5.43 10.16 1.53
H 3.13 10.68 0.12
H 4.10 9.23 -0.24
H 2.45 7.51 3.08
H 2.17 9.25 3.33
C -7.28 -7.25 -0.49
C -7.56 -6.85 0.97
C -7.60 -5.32 1.02
S -8.12 -4.77 -0.60
O -7.03 -4.05 -1.22
O -9.45 -4.21 -0.52
C -8.21 -6.39 -1.34
H -7.44 -8.31 -0.66
H -6.24 -7.03 -0.73
H -8.53 -7.25 1.27
H -6.81 -7.25 1.65
H -8.31 -4.95 1.76
H -6.61 -4.90 1.22
H -7.91 -6.34 -2.39
H -9.24 -6.74 -1.27
*
```

=====

Look up the max |F| of the third one.
0.4 eV Å⁻¹

=====

max |F| of number 2 (C28H58F3NO13SV)?
3.9 eV Å⁻¹

=====

Which of these has the lowest max |F|?
C28H58GeN3O3RuSSbSe4Si2